ORCA calculation (ωB97M-V with the def2-TZVPD basis set) on an isolated molecule of C4H7NO2.

The geometry in ORCA input format:
```
! RIJCOSX wB97M-V def2-TZVPD def2/J DEFGRID3
* xyz 0 1
C -0.30291 -1.76289 -0.38759
C -0.21063 1.37480 0.27678
N -0.87282 2.02233 1.09292
O -2.20847 1.68239 1.26495
C 0.72571 0.96383 -0.54038
C 1.53903 -0.27914 -0.33220
O 0.90050 -1.34330 -0.99812
H -1.20233 -1.25380 -0.76877
H -0.37328 -2.82701 -0.61018
H -0.28661 -1.62264 0.70452
H -2.51349 2.44161 1.78040
H 0.77619 1.42217 -1.52411
H 2.53289 -0.16587 -0.78197
H 1.67918 -0.51460 0.73517
*
```

Calculated values
**SMILES**: COCC=C=NO
**Energy relative to the best compared isomer or geometry (same formula, charge and spin)**: 103.6 kcal/mol
**Gap between HOMO and LUMO**: 10.105 eV

Atom charges from the natural (NBO) analysis, given in e for atoms 1 to 8:
1. C -0.26
2. C 0.30
3. N -0.18
4. O -0.54
5. C -0.35
6. C -0.08
7. O -0.53
8. H 0.18